Density functional theory data (ωB97M-V with the def2-TZVPD basis set) for an isolated ion of composition C8H7Cl2F3N and charge +1 in a non-equilibrium geometry.

Geometry (Å):
1 C 0.32569 1.24076 -1.42369
2 C 1.66822 1.31204 -1.01709
3 C -0.55391 0.50764 -0.70405
4 C 2.14921 0.45237 -0.02329
5 C 1.25518 -0.53943 0.65635
6 C -0.20395 -0.26540 0.35316
7 C 1.56650 -1.88408 -0.04895
8 C 3.53465 0.46784 0.34965
9 N -1.13603 -1.01104 1.17689
10 F 4.33670 0.64939 -0.72590
11 F 3.84537 1.41992 1.27473
12 F 3.91602 -0.70217 0.92098
13 Cl 1.74348 -1.78257 -1.68025
14 Cl 0.62243 -3.23015 0.47760
15 H -0.12904 1.79881 -2.24159
16 H 2.27554 1.90331 -1.65279
17 H -1.67782 0.33414 -0.90681
18 H 1.56107 -0.78899 1.63225
19 H -0.55935 -1.54742 1.80616
20 H -1.74259 -1.65598 0.64412
21 H -1.84670 -0.44968 1.72822

Summary:
Spin multiplicity   3
LUMO energy (spin up / spin down)   -3.71 / -5.75 eV
Net charge   +1
Frontier orbital gap (spin up / spin down)   8.17 / 8.30 eV
HOMO (spin up / spin down)   -0.436 / -0.516 hartree
⟨S²⟩   2.054
Total energy   -43086.5573 eV

Atomic partial charges in e from the Mulliken method, atoms 1 to 8: C -0.857; C -0.387; C -0.264; C -0.563; C 0.178; C -0.238; C 0.359; C 0.753